Entry 1:
C47H49N3O4PPdS2Te | ωB97M-V/def2-TZVPD

Each line ends with the Löwdin spin population.
Geometry (Å):
Pd -0.867 -0.910 -0.893  0.877
O -3.246 -1.499 -0.866  0.025
S -3.190 -2.120 -2.195  0.003
O -4.103 -3.214 -2.399  0.003
O -1.797 -2.414 -2.594  0.020
C -3.619 -0.829 -3.367  0.003
C -4.505 -1.159 -4.388  -0.001
C -4.765 -0.247 -5.402  0.002
C -4.144 0.991 -5.392  0.000
C -3.268 1.328 -4.370  0.005
C -2.988 0.434 -3.342  0.011
P -1.909 0.912 -1.939  0.067
C -0.856 2.299 -2.458  0.010
C -0.266 2.384 -3.716  0.008
C 0.655 3.388 -3.991  -0.001
C 1.023 4.292 -3.004  0.008
C 0.460 4.198 -1.737  -0.001
C -0.477 3.209 -1.468  0.007
C -3.102 1.758 -0.824  0.007
C -3.194 1.412 0.519  0.000
C -4.096 2.073 1.348  0.000
C -4.912 3.074 0.841  0.000
C -4.823 3.425 -0.501  0.000
C -3.922 2.771 -1.326  0.003
H -4.972 -2.136 -4.362  0.000
H -5.452 -0.504 -6.200  0.000
H -4.341 1.706 -6.184  0.000
H -2.812 2.309 -4.368  0.000
H -0.506 1.656 -4.477  0.000
H 1.099 3.453 -4.977  0.000
H 1.755 5.061 -3.217  0.001
H 0.752 4.891 -0.955  0.000
H -0.926 3.144 -0.482  0.000
H -2.584 0.620 0.919  0.000
H -4.165 1.793 2.394  0.000
H -5.622 3.577 1.487  0.000
H -5.458 4.206 -0.903  0.000
H -3.853 3.055 -2.369  0.000
C -0.122 -1.713 -5.873  0.001
N 0.207 -2.593 -4.777  0.005
C -0.178 -4.004 -4.813  0.001
C 0.051 -4.460 -3.368  0.000
N 0.737 -3.308 -2.770  0.002
C 0.640 -2.214 -3.567  0.009
S 0.992 -0.628 -3.083  0.041
H 0.292 -2.101 -6.805  0.000
H 0.299 -0.732 -5.674  0.001
H -1.207 -1.623 -5.976  0.000
H 0.436 -4.547 -5.532  0.000
H -1.223 -4.100 -5.108  0.000
H 0.668 -5.351 -3.310  0.000
H -0.892 -4.640 -2.858  0.000
H 0.596 -3.155 -1.787  0.000
C 3.545 5.491 4.018  -0.001
C 2.969 4.341 3.232  -0.004
C 1.603 4.108 3.201  0.003
C 1.053 3.051 2.475  -0.002
C -0.456 2.884 2.485  -0.008
C 1.919 2.211 1.771  0.011
Te 1.063 0.509 0.698  -0.277
N -0.720 -0.717 1.315  0.203
C -0.495 -2.048 1.339  -0.003
O -0.051 -2.659 0.320  0.029
C -0.822 -2.782 2.606  0.011
C -1.396 -2.137 3.698  -0.002
C -1.688 -2.850 4.853  0.001
C -1.414 -4.212 4.920  -0.007
C -0.853 -4.861 3.828  0.001
C -0.562 -4.148 2.674  -0.003
C 2.240 -0.847 1.866  -0.019
C 2.101 -0.821 3.256  -0.005
C 1.213 0.153 3.997  0.000
C 2.834 -1.732 4.013  -0.001
C 3.688 -2.650 3.432  -0.002
C 4.462 -3.638 4.264  0.000
C 3.814 -2.646 2.044  0.001
C 3.108 -1.760 1.242  -0.004
C 3.297 -1.823 -0.247  -0.009
C 3.303 2.444 1.740  -0.007
C 4.268 1.625 0.909  -0.011
C 3.799 3.505 2.490  0.001
H 2.836 5.858 4.760  0.000
H 3.796 6.324 3.356  0.000
H 4.460 5.196 4.533  0.000
H 0.937 4.760 3.764  0.000
H -0.922 3.538 1.740  0.000
H -0.871 3.153 3.458  -0.001
H -0.769 1.866 2.258  -0.005
H -1.620 -1.082 3.628  0.002
H -2.140 -2.346 5.699  0.000
H -1.649 -4.767 5.821  0.000
H -0.648 -5.923 3.874  0.000
H -0.128 -4.636 1.809  0.000
H 0.349 0.446 3.403  0.001
H 1.768 1.059 4.254  0.000
H 0.847 -0.300 4.919  0.000
H 2.718 -1.718 5.094  0.000
H 4.356 -3.433 5.330  0.000
H 5.522 -3.608 4.012  0.000
H 4.109 -4.656 4.080  0.000
H 4.485 -3.360 1.571  0.000
H 4.004 -2.606 -0.521  0.000
H 3.657 -0.880 -0.653  -0.004
H 2.356 -2.032 -0.738  -0.001
H 3.894 1.500 -0.109  -0.007
H 4.418 0.633 1.335  -0.001
H 5.239 2.119 0.854  -0.001
H 4.872 3.683 2.490  0.000

## Properties
ΔE to the lowest compared entry with this formula, charge and spin	1.247	eV
orbital gap (alpha / beta)	5.58 / 5.37	eV
multiplicity	2

***

Entry 2:
C18H28BN2O6PS | ωB97M-V/def2-TZVPD

Each line ends with the Löwdin charge.
Geometry (Å):
C -2.957 2.077 -0.036  -0.130
C -3.807 1.004 0.915  -0.164
B -3.004 -0.432 0.972  -0.383
O -3.615 -1.647 0.338  0.010
C -1.536 -0.681 1.714  0.037
C -0.126 -0.750 0.848  -0.033
C -0.019 -0.558 -0.790  -0.162
C 0.418 -2.006 -1.422  -0.193
C 0.975 -1.956 -2.963  -0.207
C 0.482 -0.663 -3.841  -0.208
C 1.747 0.375 -3.937  -0.175
C 1.340 1.959 -4.062  -0.175
O 2.534 2.860 -3.940  -0.112
C 2.989 2.931 -2.540  -0.288
C 2.101 3.568 -1.285  -0.016
O 4.217 2.436 -2.268  -0.039
C 1.246 -1.032 1.725  -0.018
C 2.760 -1.193 1.117  -0.218
C 3.242 0.017 0.119  -0.122
C 1.106 -1.209 3.382  -0.142
N 2.251 -1.498 4.354  -0.314
S 1.676 -1.606 6.013  0.887
N -0.050 -1.356 5.753  -0.301
C -0.270 -1.149 4.271  -0.220
C -1.615 -0.894 3.369  -0.110
P -3.297 -0.826 4.344  0.758
O -3.877 0.672 4.441  -0.383
O -3.107 -1.339 6.031  -0.230
O -4.495 -1.953 3.673  -0.225
H -3.477 3.124 0.025  0.086
H -2.905 1.679 -1.137  0.073
H -1.859 2.074 0.389  0.081
H -4.930 0.863 0.535  0.118
H -3.899 1.517 1.972  0.107
H -4.425 -1.389 -0.195  0.109
H -1.041 -0.259 -1.301  0.109
H 0.731 0.331 -1.057  0.108
H 1.251 -2.578 -0.787  0.107
H -0.525 -2.726 -1.401  0.127
H 2.144 -1.990 -2.983  0.111
H 0.525 -2.917 -3.509  0.120
H -0.532 -0.186 -3.506  0.106
H 0.300 -1.066 -4.950  0.120
H 2.523 0.227 -3.072  0.093
H 2.329 0.097 -4.942  0.137
H 0.883 2.220 -5.133  0.150
H 0.503 2.218 -3.285  0.112
H 1.991 4.745 -1.397  0.106
H 1.052 3.030 -1.334  0.072
H 2.693 3.312 -0.289  0.096
H 3.523 -1.185 2.036  0.111
H 2.862 -2.279 0.650  0.118
H 4.428 0.092 0.024  0.105
H 2.752 1.064 0.345  0.077
H 2.873 -0.284 -0.976  0.053
H -3.012 -2.351 6.008  0.087
H -4.067 -2.534 2.973  0.073

## Properties
ΔE to the lowest compared entry with this formula, charge and spin	8.655	eV
orbital gap	6.69	eV
structure (SMILES)	CCB(O)c1c(CCCCCCOC(C)=O)c(CC)c2nsnc2c1P(=O)(O)O

***

Entry 3:
C43H127N35O22 | ωB97M-V/def2-TZVPD

Each line ends with the Löwdin charge.
Geometry (Å):
C 1.142 5.025 -7.775  -0.707
O 0.027 4.877 -8.195  0.037
N 1.871 6.160 -7.816  0.195
N 1.736 4.063 -7.077  0.183
H 1.376 6.880 -8.324  0.081
H 2.855 6.248 -7.607  0.060
H 1.208 3.227 -6.875  0.122
H 2.558 4.399 -6.596  0.068
C 7.327 8.751 -7.950  -0.727
O 6.993 8.267 -6.854  -0.025
N 7.942 8.174 -8.918  0.189
N 7.290 10.016 -8.183  0.208
H 8.320 8.666 -9.715  0.125
H 7.963 7.164 -8.919  0.125
H 6.998 10.511 -7.352  0.088
H 7.464 10.437 -9.085  0.130
C -2.014 6.402 -10.474  -0.707
O -0.971 6.323 -11.127  0.008
N -2.225 5.815 -9.350  0.180
N -3.143 7.088 -10.716  0.155
H -1.447 5.545 -8.766  0.054
H -3.137 5.889 -8.922  0.103
H -3.285 7.716 -11.494  0.083
H -3.956 7.079 -10.117  0.080
C -5.664 7.289 -6.872  -0.791
O -5.172 7.272 -7.948  0.062
N -4.942 7.537 -5.845  0.172
N -6.803 6.769 -6.392  0.151
H -4.017 7.896 -6.034  0.109
H -5.196 7.169 -4.939  0.115
H -7.162 6.885 -5.455  0.108
H -7.467 6.533 -7.115  0.106
C -1.205 10.628 -12.220  -0.665
O -0.227 11.229 -12.690  -0.021
N -1.382 10.397 -10.955  0.210
N -2.309 10.228 -12.932  0.157
H -0.597 10.546 -10.338  0.099
H -2.321 10.174 -10.656  0.105
H -2.347 10.406 -13.925  0.106
H -3.158 9.844 -12.543  0.093
C 5.427 5.217 -6.942  -0.875
O 4.871 4.155 -6.933  0.048
N 4.959 6.205 -7.565  0.188
N 6.554 5.465 -6.398  0.192
H 5.629 6.959 -7.619  0.078
H 4.497 5.979 -8.434  0.134
H 6.802 6.430 -6.230  0.074
H 7.013 4.688 -5.944  0.131
C 2.787 8.510 -14.281  -0.755
O 2.728 7.418 -13.732  0.030
N 3.419 8.763 -15.398  0.163
N 2.262 9.609 -13.806  0.168
H 3.318 9.678 -15.814  0.113
H 3.916 7.962 -15.760  0.124
H 1.808 9.596 -12.904  0.076
H 2.327 10.529 -14.217  0.104
C -2.556 14.210 -8.593  -0.690
O -2.976 13.196 -9.146  0.013
N -1.530 14.349 -7.734  0.175
N -3.089 15.403 -8.815  0.156
H -1.297 15.316 -7.559  0.107
H -1.064 13.559 -7.311  0.116
H -3.781 15.540 -9.537  0.119
H -2.758 16.231 -8.341  0.107
C 1.954 8.737 -10.386  -0.683
O 1.328 9.271 -9.489  0.000
N 1.490 7.621 -11.008  0.205
N 3.098 9.178 -10.911  0.178
H 0.559 7.229 -11.000  0.052
H 1.928 7.632 -11.918  0.045
H 3.814 8.545 -11.237  0.123
H 3.301 10.163 -10.814  0.064
C 2.155 14.447 -6.098  -0.828
O 1.436 14.745 -5.203  0.041
N 2.754 15.352 -6.788  0.183
N 2.371 13.217 -6.587  0.194
H 2.537 16.265 -6.415  0.130
H 3.411 15.063 -7.499  0.104
H 3.184 13.168 -7.184  0.061
H 1.924 12.399 -6.198  0.100
C 9.298 8.934 -4.105  -0.783
O 9.947 9.307 -5.061  0.039
N 7.985 8.765 -4.168  0.151
N 9.713 8.474 -2.977  0.161
H 7.613 8.898 -5.098  0.060
H 7.388 8.562 -3.378  0.104
H 10.556 8.727 -2.481  0.121
H 9.019 8.052 -2.377  0.106
C 2.817 12.369 -10.852  -0.833
O 3.317 12.268 -9.729  0.011
N 3.366 12.267 -11.972  0.202
N 1.581 12.585 -11.010  0.204
H 2.624 12.381 -12.648  0.120
H 4.099 11.574 -11.926  0.132
H 1.083 12.303 -11.843  0.067
H 1.078 12.401 -10.153  0.130
C 2.431 9.348 -6.132  -0.773
O 3.080 9.089 -5.134  -0.010
N 1.381 8.727 -6.368  0.213
N 2.775 10.126 -7.136  0.207
H 1.071 8.092 -5.646  0.105
H 0.720 9.065 -7.053  0.082
H 2.187 10.059 -7.954  0.066
H 3.550 10.716 -6.868  0.072
C 5.900 11.327 -5.053  -0.744
O 5.443 11.395 -6.194  -0.010
N 5.208 10.853 -4.089  0.210
N 7.081 11.789 -4.636  0.181
H 5.566 10.957 -3.150  0.121
H 4.318 10.470 -4.372  0.087
H 7.790 12.114 -5.278  0.131
H 7.110 11.707 -3.630  0.092
C -1.384 6.385 -3.773  -0.765
O -2.593 6.363 -3.998  -0.004
N -0.928 6.369 -2.567  0.175
N -0.408 6.237 -4.642  0.188
H 0.080 6.430 -2.580  0.085
H -1.512 6.159 -1.770  0.121
H -0.510 6.365 -5.639  0.103
H 0.567 6.124 -4.402  0.046
C 3.533 5.728 -4.057  -0.844
O 2.380 5.928 -3.952  0.051
N 3.993 4.548 -3.985  0.202
N 4.376 6.709 -4.111  0.212
H 3.421 3.766 -3.698  0.134
H 4.886 4.280 -4.374  0.099
H 3.990 7.597 -4.399  0.071
H 5.373 6.572 -4.195  0.100
C 2.477 8.553 1.667  -0.001
C 1.648 7.881 0.475  -0.496
C 0.226 7.798 0.893  -0.169
C -0.514 9.199 0.943  -0.154
C -0.474 9.749 -0.479  -0.126
C 0.939 9.796 -1.165  -0.439
N 1.776 8.631 -0.797  -0.140
O 3.044 8.690 -1.293  0.000
C 0.775 9.662 -2.667  -0.029
C 1.638 11.162 -0.806  -0.006
C 2.053 6.426 0.299  -0.039
H 3.522 8.276 1.809  0.073
H 1.938 8.400 2.602  0.073
H 2.464 9.630 1.495  0.054
H -0.488 7.132 0.408  0.108
H 0.225 7.357 1.890  0.109
H -0.035 9.841 1.682  0.108
H -1.536 8.982 1.252  0.109
H -0.828 10.711 -0.109  0.088
H -1.221 9.285 -1.123  0.116
H 0.395 8.709 -3.037  0.069
H 0.094 10.378 -3.126  0.067
H 1.775 9.666 -3.101  0.062
H 0.894 11.941 -0.976  0.074
H 2.066 11.159 0.196  0.065
H 2.491 11.349 -1.458  0.067
H 1.411 6.028 -0.487  0.075
H 1.876 5.740 1.128  0.089
H 3.123 6.392 0.099  0.081
H 3.036 7.903 -1.843  0.086
C -3.662 15.639 -2.915  -0.047
C -2.948 14.270 -2.889  -0.464
C -3.092 13.710 -1.406  -0.144
C -2.977 12.216 -1.281  -0.212
C -3.964 11.524 -2.207  -0.133
C -3.790 11.911 -3.732  -0.437
N -3.644 13.393 -3.866  -0.078
O -3.526 13.962 -5.186  -0.019
C -2.586 11.126 -4.308  -0.017
C -5.046 11.246 -4.288  -0.051
C -1.457 14.437 -3.251  -0.034
H -3.603 16.135 -3.884  0.072
H -3.400 16.338 -2.121  0.082
H -4.719 15.433 -2.749  0.080
H -2.366 14.165 -0.733  0.113
H -4.032 14.082 -0.997  0.108
H -3.039 12.009 -0.212  0.118
H -1.978 12.056 -1.685  0.089
H -4.904 11.850 -1.762  0.121
H -3.798 10.457 -2.054  0.119
H -2.394 11.521 -5.306  0.075
H -1.692 11.158 -3.685  0.049
H -2.830 10.084 -4.514  0.080
H -4.899 10.775 -5.260  0.056
H -5.497 10.501 -3.632  0.077
H -5.885 11.926 -4.441  0.085
H -1.272 15.213 -3.994  0.069
H -0.982 13.570 -3.711  0.072
H -0.921 14.798 -2.373  0.081
H -2.601 13.856 -5.423  0.044
C 3.991 18.672 -1.585  -0.042
C 4.463 17.174 -1.478  -0.446
C 3.122 16.384 -1.541  -0.166
C 3.151 14.940 -1.966  -0.135
C 3.984 14.921 -3.387  -0.112
C 5.367 15.490 -3.246  -0.474
N 5.283 16.813 -2.699  -0.140
O 6.443 17.500 -2.650  0.002
C 6.228 14.528 -2.335  -0.026
C 6.004 15.463 -4.705  0.005
C 5.050 16.919 -0.110  -0.031
H 3.177 18.857 -0.884  0.077
H 3.662 19.059 -2.550  0.079
H 4.701 19.408 -1.208  0.068
H 2.502 16.356 -0.645  0.122
H 2.631 16.818 -2.412  0.115
H 2.125 14.587 -2.073  0.098
H 3.664 14.262 -1.284  0.086
H 3.406 15.573 -4.041  0.086
H 4.025 13.979 -3.933  0.111
H 7.115 14.969 -1.882  0.080
H 5.677 13.996 -1.560  0.064
H 6.678 13.654 -2.806  0.037
H 6.732 16.271 -4.780  0.064
H 6.529 14.524 -4.883  0.061
H 5.385 15.710 -5.567  0.069
H 4.346 16.653 0.678  0.085
H 5.703 17.679 0.319  0.082
H 5.645 16.029 -0.314  0.068
H 6.528 17.844 -3.543  0.100
O -3.737 10.617 -8.207  -0.052
H -3.786 11.462 -8.653  -0.007
H -4.577 10.535 -7.754  0.034
O 5.410 13.496 -8.505  -0.071
H 5.397 13.007 -7.681  -0.017
H 4.680 13.136 -9.009  -0.039
O -1.381 8.817 -7.587  -0.047
H -1.048 8.458 -8.410  0.011
H -2.250 9.153 -7.807  -0.009

## Properties
orbital gap	7.59	eV

***

> What is the formula in the first record?

C47H49N3O4PPdS2Te